Molecular formula: C13H23N5O3
Method: DFT, the ωB97M-V functional and the def2-TZVPD basis

SMILES: C[N+](C)(C)[C@@H](CCc1ncc(C[C@H](N)C(=O)[O-])[nH]1)C(N)=O
LUMO energy: 0.3 eV
E: -27447.5741 eV
energy relative to the best compared isomer or geometry (same formula, charge and spin): 0.0 kcal/mol
HOMO-LUMO gap: 0.318 Eh

ORCA input file:
```
! wB97M-V def2-TZVPD RIJCOSX def2/J DEFGRID3
* xyz 0 1
N 0.78 2.27 1.94
H 0.91 0.13 -3.05
C 1.60 -1.80 1.61
C -3.51 0.01 0.30
H -4.07 -2.05 0.41
C 0.97 2.21 -1.48
H -0.21 1.97 1.83
H 2.23 -2.74 1.61
N -3.79 -0.21 -1.13
C 0.80 -0.11 -2.02
H 0.39 0.21 0.47
C 2.27 -0.80 0.67
O -1.85 1.07 1.74
N 1.56 0.86 -1.20
H 1.05 3.12 2.47
C -2.32 0.97 0.57
H -4.43 0.43 0.77
C -1.91 -1.90 0.64
H 3.56 1.51 -0.93
N -0.91 -1.55 1.52
H -3.50 -1.42 2.00
C 2.96 0.98 -1.67
H 1.73 2.96 -1.22
H -3.48 0.60 -1.66
H 3.06 1.50 -2.63
H 3.42 -0.03 -1.74
H 1.07 -1.16 -1.84
O 2.91 2.13 1.28
C 1.76 1.63 1.21
H -3.33 -1.07 -1.46
H -0.28 -0.04 -1.77
O -1.75 1.46 -0.42
C 0.22 -2.12 1.12
H 0.66 2.36 -2.53
H -1.79 -3.28 -1.05
N 0.06 -2.88 0.07
H 3.22 -0.49 1.11
H -0.99 -0.72 2.10
C 1.42 0.48 0.24
H 1.56 -1.39 2.62
C -3.31 -1.39 0.90
H 2.48 -1.35 -0.25
C -1.29 -2.76 -0.25
H 0.08 2.45 -0.87
*
```